Entry 1:
Entry from the Open Molecules 2025 dataset: a single C4H3NO2 molecule (ωB97M-V/def2-TZVPD).

```
! RIJCOSX wB97M-V def2-TZVPD def2/J DEFGRID3
* xyz 0 1
O -1.53909 1.88640 1.48755
O 0.48554 -0.01668 0.96380
N -0.38427 -0.30262 -1.06279
C -1.28995 1.52298 0.36474
C -0.43159 0.35846 0.05123
C 0.64917 -1.19908 -0.87753
C 1.18429 -1.00136 0.35224
H 0.94432 -1.90305 -1.64268
H -1.64255 2.05685 -0.53335
H 2.02412 -1.40189 0.89677
*
```

The structure (SMILES) is O=Cc1ncco1. Its total energy is -9780.573 eV. As for the HOMO energy: -9.96 eV. As for the orbital gap: 9.8 eV. Its LUMO energy is -0.11 eV.

These are the Löwdin partial charges, in e, on atoms 1 to 6: 0.09 0.09 0.14 -0.17 -0.33 -0.10


Entry 2:
Entry from the Open Molecules 2025 dataset: a molecular structure, C4H6N2S2 (ωB97M-V/def2-TZVPD).

```
! RIJCOSX wB97M-V def2-TZVPD def2/J DEFGRID3
* xyz 0 1
S -2.33085 -0.27762 -0.14003
S -0.14902 1.84647 -0.96616
N 1.27524 -1.10892 -1.18264
N 2.10607 -0.56132 -0.21497
C 1.57073 0.25149 0.64140
C 0.17338 0.77830 0.48247
C -0.62603 -0.56775 0.19344
C 0.04721 -1.16850 -0.99577
H -2.67232 -1.57886 -0.15032
H -0.11939 1.30688 1.36734
H -0.34822 3.23010 0.17829
H 2.23439 0.57371 1.57908
H -0.61233 -1.12530 1.08302
H -0.54886 -1.59866 -1.87515
*
```

Its total energy is -28891.764 eV. As for the HOMO energy: -9.25 eV. As for the orbital gap: 8.5 eV. Its LUMO energy is -0.71 eV.

These are the Löwdin partial charges, in e, on atoms 1 to 6: 0.75 0.65 0.01 0.03 -0.18 -0.70